[1]
Computed, not measured: a structure of composition C27H58IrO4P2Si in a non-equilibrium geometry, with the ωB97M-V functional and the def2-TZVPD basis.

Results
- total charge = +2
- expectation value of S² = 8.77
- HOMO-LUMO gap (alpha / beta) (eV) = 6.37 / 2.51
- HOMO energy (alpha / beta) (Ha) = -0.3980 / -0.4776
- molar mass (g mol⁻¹) = 729.0
- E_LUMO (alpha / beta) (eV) = -4.5 / -10.5
- spin multiplicity = 6

Cartesian coordinates (Å):
P (2.068, -1.229, -1.326)
P (0.586, 1.525, -0.908)
C (3.038, 0.186, -1.959)
C (2.184, 1.462, -1.984)
H (3.422, -0.064, -2.973)
H (3.861, 0.208, -1.223)
H (2.825, 2.315, -1.708)
H (1.814, 1.672, -3.000)
C (-0.836, 2.073, -1.908)
H (-1.448, 2.846, -1.421)
H (-1.499, 1.236, -2.160)
H (-0.492, 2.509, -2.856)
C (1.126, 3.142, -0.211)
H (2.140, 3.034, 0.203)
H (0.484, 3.470, 0.601)
H (1.137, 3.899, -0.997)
C (-1.197, -2.859, -1.989)
H (-0.174, -2.854, -1.586)
H (-1.587, -3.885, -2.024)
H (-1.851, -2.259, -1.342)
C (2.993, -2.513, -2.245)
H (3.929, -2.653, -1.690)
H (3.238, -2.262, -3.288)
H (2.462, -3.472, -2.304)
Ir (-1.231, -2.149, -3.803)
C (-0.441, -0.562, -4.658)
C (-1.921, -0.507, -4.595)
C (-2.804, -0.941, -5.741)
C (-2.626, -2.401, -6.236)
C (-1.836, -3.259, -5.282)
C (-0.373, -3.177, -5.290)
C (0.330, -2.312, -6.327)
C (0.237, -0.798, -5.990)
C (2.432, -1.490, 0.435)
H (0.096, 0.088, -3.959)
H (-2.313, 0.294, -3.956)
H (-2.725, -0.249, -6.583)
H (-3.849, -0.885, -5.416)
H (-3.616, -2.871, -6.317)
H (-2.186, -2.427, -7.237)
H (-2.272, -4.235, -5.050)
H (0.174, -4.092, -5.021)
H (-0.054, -2.470, -7.347)
H (1.395, -2.591, -6.308)
H (1.258, -0.387, -5.949)
H (-0.300, -0.237, -6.768)
H (3.104, -0.729, 0.862)
H (2.860, -2.498, 0.561)
H (1.465, -1.436, 0.963)
C (1.813, 4.417, 3.650)
C (1.610, 2.929, 3.939)
C (2.760, 2.094, 3.399)
C (1.440, 2.742, 5.447)
O (0.354, 2.520, 3.221)
Si (-0.103, 1.077, 2.498)
O (0.015, 1.052, 0.880)
O (0.840, -0.161, 3.032)
C (0.581, -1.239, 4.008)
C (1.405, -2.421, 3.515)
C (1.025, -0.739, 5.373)
C (-0.889, -1.611, 4.066)
O (-1.631, 0.867, 3.035)
C (-3.016, 0.938, 2.558)
C (-3.061, 1.591, 1.180)
C (-3.561, -0.486, 2.525)
C (-3.760, 1.737, 3.626)
H (2.599, 4.838, 4.294)
H (0.895, 4.986, 3.838)
H (2.127, 4.565, 2.610)
H (3.709, 2.411, 3.865)
H (2.603, 1.026, 3.604)
H (2.832, 2.244, 2.314)
H (0.522, 3.240, 5.794)
H (1.384, 1.681, 5.709)
H (2.308, 3.168, 5.982)
H (2.443, -2.123, 3.325)
H (1.399, -3.217, 4.270)
H (0.980, -2.826, 2.586)
H (0.326, 0.035, 5.726)
H (0.988, -1.575, 6.089)
H (2.052, -0.347, 5.329)
H (-1.504, -0.753, 4.365)
H (-1.246, -2.024, 3.111)
H (-1.017, -2.391, 4.837)
H (-2.421, 1.063, 0.458)
H (-4.092, 1.562, 0.795)
H (-2.760, 2.649, 1.228)
H (-3.557, -0.917, 3.537)
H (-4.601, -0.471, 2.169)
H (-2.975, -1.125, 1.848)
H (-3.611, 1.269, 4.612)
H (-3.394, 2.772, 3.665)
H (-4.837, 1.748, 3.401)

---

[2]
Computed, not measured: a cluster of 2 separate species, C4H14N2OS in total in a non-equilibrium geometry, with the ωB97M-V functional and the def2-TZVPD basis.

Results
- energy above the lowest of the compared OMol25 structures with the same formula, charge and spin (kcal per mole) = 12.60
- HOMO-LUMO gap (eV) = 9.94
- HOMO energy (Ha) = -0.3344
- SMILES = NCCNCCS.O
- molar mass (g mol⁻¹) = 138.2
- E_LUMO (eV) = 0.8

Cartesian coordinates (Å):
N (0.406, -1.765, 0.672)
C (0.753, -0.538, 1.382)
C (-0.307, 0.570, 1.315)
N (-0.907, 0.671, -0.016)
C (-0.482, 1.807, -0.821)
C (-0.738, 1.614, -2.308)
S (-2.519, 1.826, -2.661)
H (0.084, -2.495, 1.308)
H (-0.426, -1.565, 0.117)
H (0.974, -0.669, 2.421)
H (1.648, -0.137, 0.895)
H (0.190, 1.493, 1.634)
H (-1.123, 0.413, 2.022)
H (-1.916, 0.661, 0.038)
H (0.582, 2.008, -0.667)
H (-0.989, 2.724, -0.496)
H (-0.173, 2.369, -2.858)
H (-0.467, 0.633, -2.686)
H (-2.490, 2.707, -3.668)
O (2.725, -4.219, 1.826)
H (2.328, -3.392, 1.545)
H (2.849, -4.719, 1.008)

---

[3]
Computed, not measured: a structure of composition C34H26N3P2RuS2, with the ωB97M-V functional and the def2-TZVPD basis.

Results
- energy above the lowest of the compared OMol25 structures with the same formula, charge and spin (kcal per mole) = 25.32
- expectation value of S² = 0.77
- HOMO-LUMO gap (alpha / beta) (eV) = 6.75 / 5.45
- HOMO energy (alpha / beta) (Ha) = -0.2731 / -0.2733
- molar mass (g mol⁻¹) = 703.8
- E_LUMO (alpha / beta) (eV) = -0.7 / -2.0
- spin multiplicity = 2

Cartesian coordinates (Å):
Ru (0.055, -0.896, -0.026)
C (-2.444, 1.319, -0.768)
P (-2.206, -0.440, -1.277)
C (-2.359, -1.383, 0.288)
C (-2.730, -0.896, 1.549)
C (-2.933, -1.762, 2.606)
C (-2.798, -3.136, 2.417)
C (-2.453, -3.644, 1.176)
C (-2.219, -2.768, 0.126)
C (-3.849, -0.783, -2.031)
C (-4.851, -1.529, -1.421)
C (-6.078, -1.701, -2.049)
C (-6.314, -1.134, -3.292)
C (-5.316, -0.393, -3.912)
C (-4.092, -0.225, -3.288)
C (-1.109, 1.964, -0.647)
C (-0.672, 3.212, -1.025)
C (0.738, 3.213, -0.859)
C (1.074, 1.964, -0.397)
C (2.396, 1.320, -0.145)
P (2.131, -0.380, -0.751)
C (3.522, -1.394, -0.180)
C (4.161, -2.294, -1.030)
C (5.154, -3.131, -0.542)
C (5.512, -3.080, 0.796)
C (4.879, -2.186, 1.649)
C (3.889, -1.348, 1.165)
C (2.295, -0.289, -2.551)
C (3.474, 0.203, -3.114)
C (3.599, 0.310, -4.487)
C (2.548, -0.074, -5.312)
C (1.376, -0.564, -4.760)
C (1.249, -0.670, -3.381)
N (-0.055, 1.187, -0.254)
H (-3.007, 1.326, 0.168)
H (-3.073, 1.817, -1.506)
H (-2.830, 0.168, 1.716)
H (-3.189, -1.372, 3.582)
H (-2.954, -3.809, 3.251)
H (-2.326, -4.709, 1.031)
H (-1.960, -3.157, -0.851)
H (-4.688, -1.976, -0.448)
H (-6.852, -2.279, -1.561)
H (-7.272, -1.268, -3.777)
H (-5.491, 0.049, -4.884)
H (-3.315, 0.349, -3.783)
H (-1.288, 4.021, -1.384)
H (1.422, 4.022, -1.061)
H (2.658, 1.262, 0.916)
H (3.211, 1.815, -0.673)
H (3.877, -2.355, -2.072)
H (5.639, -3.831, -1.209)
H (6.280, -3.741, 1.178)
H (5.150, -2.147, 2.696)
H (3.388, -0.671, 1.846)
H (4.299, 0.498, -2.476)
H (4.515, 0.694, -4.917)
H (2.647, 0.011, -6.387)
H (0.556, -0.863, -5.400)
H (0.326, -1.042, -2.953)
S (0.562, -0.576, 2.093)
C (0.828, -2.131, 2.744)
C (0.980, -2.238, 4.162)
N (1.097, -2.296, 5.305)
C (0.937, -3.236, 1.921)
S (0.767, -3.113, 0.237)
C (1.256, -4.519, 2.476)
N (1.499, -5.562, 2.896)

---

[4]
Computed, not measured: an isolated molecule of C2H2Cl2N2 in a non-equilibrium geometry, with the ωB97M-V functional and the def2-TZVPD basis.

Results
- energy above the lowest of the compared OMol25 structures with the same formula, charge and spin (kcal per mole) = 23.38
- HOMO-LUMO gap (eV) = 10.37
- HOMO energy (Ha) = -0.3786
- SMILES = ClCC1(Cl)N=N1
- molar mass (g mol⁻¹) = 125.0
- E_LUMO (eV) = 0.1

Cartesian coordinates (Å):
Cl (0.394, 1.115, -1.932)
C (-0.364, 0.829, -0.284)
C (0.348, -0.563, 0.512)
Cl (2.021, -0.451, 0.700)
N (-0.303, -1.797, 0.046)
N (-0.541, -1.463, 1.179)
H (-0.191, 1.640, 0.305)
H (-1.363, 0.689, -0.526)